The following is a DFT calculation (wB97M-V/def2-TZVPD) of one molecule with the formula CH2N2O2 in a non-equilibrium geometry.

As for the relative energy (zero: lowest compared OMol25 entry of this formula, charge and spin): 558.3 kJ/mol. For the electronic energy, the calculation gives -8139.5839 eV. For the largest force on an atom, the calculation gives 0.105 hartree/bohr. Its charge is 0. The calculation puts the gap between HOMO and LUMO at 11.00 eV. As for the lowest unoccupied orbital energy: -0.1761 eV.

```
7
Properties=species:S:1:pos:R:3:mulliken_charge:R:1
C 1.12 0.51 0.30 -0.136
N 0.33 -0.33 -0.43 -0.383
N -1.11 -0.46 -0.33 1.004
O -1.50 -1.18 0.51 -0.501
O -1.70 -0.06 -1.27 -0.518
H 2.18 0.24 0.20 0.275
H 0.68 1.28 1.02 0.260
```